12
Properties=species:S:1:pos:R:3 method="wB97M-V/def2-TZVPD" homo_ha="-0.03239 / -0.03242" max_force_ha_per_bohr=0.0621 charge=-1 de_lowest_kcal_mol=44.79
C -0.819 1.010 -0.172
C 0.316 0.238 0.241
C -0.649 -0.998 0.195
C 1.807 0.224 -0.030
N -1.725 -0.004 -0.263
O -2.992 -0.066 -0.138
H -1.164 2.096 -0.074
H -0.610 -1.862 -0.557
H -0.842 -1.455 1.148
H 2.455 1.068 0.504
H 1.850 0.480 -1.128
H 2.374 -0.732 0.273

12
Properties=species:S:1:pos:R:3 method="wB97M-V/def2-TZVPD" homo_ha="-0.09241 / -0.06891" max_force_ha_per_bohr=0.0786 charge=-1 de_lowest_kcal_mol=86.03
C -0.916 0.244 0.194
C -1.431 1.395 0.649
C -0.144 -1.040 0.516
C -0.415 -0.477 -0.826
N 2.098 -0.177 -1.209
O 2.507 -0.884 -0.156
H -2.124 2.191 0.228
H -1.477 1.571 1.777
H 0.848 -1.049 0.842
H -0.578 -1.982 0.828
H -0.393 -0.679 -1.868
H 2.025 0.887 -0.975

12
Properties=species:S:1:pos:R:3 method="wB97M-V/def2-TZVPD" homo_ha=-0.51807 max_force_ha_per_bohr=0.1051 charge=+1 de_lowest_kcal_mol=103.27
C -2.002 -0.790 0.473
C -0.691 -0.644 0.642
C -1.708 -0.148 -0.821
C -0.670 0.668 -0.322
N 2.051 0.237 0.255
O -0.203 1.674 -0.061
H -2.825 -1.052 0.971
H -1.683 -0.640 -1.754
H 1.079 -0.370 0.474
H 2.902 -0.112 0.517
H 1.883 -0.069 -0.693
H 1.867 1.246 0.319

12
Properties=species:S:1:pos:R:3 method="wB97M-V/def2-TZVPD" smiles="C=C([NH3+])C=C=O" homo_ha=-0.49466 max_force_ha_per_bohr=0.0833 charge=+1 de_lowest_kcal_mol=49.47
C 1.439 -0.983 0.059
C 0.323 -0.328 0.008
N 0.463 1.418 0.010
C -0.984 -0.757 0.000
C -2.182 -0.319 -0.225
O -3.277 0.006 -0.289
H 2.333 -0.392 0.091
H 1.532 -1.962 0.254
H 1.152 1.880 0.648
H -0.534 1.579 0.401
H 0.569 1.691 -1.066
H -0.834 -1.833 0.109

13
Properties=species:S:1:pos:R:3 method="wB97M-V/def2-TZVPD" homo_ha=-0.10362 max_force_ha_per_bohr=0.0858 charge=-1 de_lowest_kcal_mol=94.70
C -0.381 -1.177 1.795
C -1.428 -0.723 2.675
C 0.815 -0.555 1.456
C 0.937 0.674 -1.315
N 1.911 -0.247 1.736
O 2.952 0.349 1.596
O -1.258 0.293 3.404
H -0.703 -2.096 1.154
H -2.248 -1.463 2.944
H 0.067 1.367 -1.398
H 0.859 -0.028 -0.522
H 1.741 1.315 -1.366
H 0.885 0.022 -2.231

13
Properties=species:S:1:pos:R:3 method="wB97M-V/def2-TZVPD" homo_ha="-0.12522 / -0.14935" max_force_ha_per_bohr=0.0887 charge=-1 de_lowest_kcal_mol=200.68
C -0.054 0.123 0.128
C 0.306 -1.703 2.432
C -0.297 0.688 -1.723
C -0.615 1.520 -0.469
N 0.391 -0.380 -0.971
O 1.189 -1.303 -1.391
O -1.797 1.936 -0.289
H -0.406 -0.902 2.466
H 0.567 -2.233 1.428
H -1.110 0.268 -2.190
H 0.473 1.077 -2.483
H 0.230 2.180 0.000
H 1.122 -1.271 3.061

14
Properties=species:S:1:pos:R:3 method="wB97M-V/def2-TZVPD" smiles="ONP1C=CC=CO1" homo_ha="-0.29917 / -0.29915" max_force_ha_per_bohr=0.0698 de_lowest_kcal_mol=98.79
O 0.829 0.039 2.653
N 0.288 -1.097 1.900
P 0.371 -1.595 0.008
C 1.255 -0.165 -0.718
C 0.540 0.876 -1.193
C -0.875 0.972 -1.350
C -1.638 -0.024 -0.873
O -1.196 -1.168 -0.369
H 0.227 0.873 2.403
H 0.768 -1.868 2.398
H 2.338 -0.388 -0.629
H 1.008 1.922 -1.352
H -1.219 1.670 -2.017
H -2.696 -0.047 -0.862

14
Properties=species:S:1:pos:R:3 method="wB97M-V/def2-TZVPD" smiles="N[C@H](CC=O)C(=O)[O-]" homo_ha=-0.16005 max_force_ha_per_bohr=0.0247 charge=-1 de_lowest_kcal_mol=26.14
N -0.577 2.007 -0.201
C 0.018 0.701 0.123
C -0.032 -0.286 -1.051
C 1.326 -0.905 -1.310
O 1.827 -1.143 -2.378
C -0.707 0.028 1.347
O -0.238 -1.101 1.614
O -1.588 0.723 1.890
H -1.250 2.153 0.571
H -1.198 1.861 -0.983
H 1.035 0.810 0.482
H -0.496 0.114 -1.945
H -0.584 -1.176 -0.727
H 1.761 -1.130 -0.310

14
Properties=species:S:1:pos:R:3 method="wB97M-V/def2-TZVPD" homo_ha=-0.15175 max_force_ha_per_bohr=0.1048 charge=-1 de_lowest_kcal_mol=124.20
O 0.911 0.047 1.922
C 0.447 -0.179 0.790
N 0.894 0.680 -0.376
C 2.207 0.435 -0.978
O 3.145 0.057 -0.271
O 2.181 0.563 -2.230
C -0.839 -0.745 0.479
C -1.989 0.219 0.146
H 0.262 0.258 -1.057
H 0.610 -1.273 0.205
H -1.064 -1.602 1.106
H -1.702 1.107 0.717
H -2.059 0.489 -0.902
H -3.003 -0.057 0.451

17
Properties=species:S:1:pos:R:3 method="wB97M-V/def2-TZVPD" smiles="O=C([O-])N(O)CC(O)=C(O)O" homo_ha=-0.15859 max_force_ha_per_bohr=0.0720 charge=-1 de_lowest_kcal_mol=0.00
O -2.647 -1.260 -0.201
C -2.530 -0.031 -0.170
O -3.318 0.940 -0.095
N -1.077 0.453 -0.256
O -1.021 1.881 -0.237
C -0.277 -0.283 0.734
C 1.056 -0.693 0.144
O 1.154 -2.098 -0.073
C 1.965 0.181 -0.244
O 3.224 -0.130 -0.576
O 1.895 1.512 -0.150
H -1.984 1.967 -0.355
H -0.857 -1.135 0.906
H -0.147 0.213 1.647
H 0.308 -2.337 -0.336
H 3.293 -1.070 -0.513
H 0.962 1.889 -0.226

14
Properties=species:S:1:pos:R:3 method="wB97M-V/def2-TZVPD" homo_ha=-0.32407 max_force_ha_per_bohr=0.0659 de_lowest_kcal_mol=58.34
C -0.385 -0.289 0.809
C 0.836 -0.327 0.186
C -0.070 -2.205 -0.875
C 2.063 0.547 0.305
N 0.999 -1.391 -0.654
O -3.013 1.819 0.536
P -3.689 0.793 -0.210
S -1.395 -1.608 0.089
H -0.802 0.623 1.264
H 2.726 -0.025 0.868
H 2.503 0.786 -0.749
H 1.752 1.455 0.763
H 2.007 -1.548 -0.794
H -3.533 1.370 -1.537

13
Properties=species:S:1:pos:R:3 method="wB97M-V/def2-TZVPD" homo_ha=-0.12674 max_force_ha_per_bohr=0.0605 charge=-1 de_lowest_kcal_mol=6.57
C 1.424 -0.658 1.112
N 0.120 -0.915 0.762
C -0.527 -0.251 -0.090
C 0.131 0.813 -1.081
C -2.023 -0.287 -0.310
O -2.553 -1.204 -0.929
S -2.653 1.027 0.571
H 1.944 -1.376 1.740
H 1.337 0.263 1.686
H 2.229 -0.455 0.364
H -0.722 1.279 -1.560
H 0.610 1.536 -0.477
H 0.684 0.229 -1.789

13
Properties=species:S:1:pos:R:3 method="wB97M-V/def2-TZVPD" homo_ha=-0.52118 max_force_ha_per_bohr=0.0892 charge=+1 de_lowest_kcal_mol=83.19
C -1.002 -0.760 -0.827
C -1.695 0.376 -0.653
C 0.882 -0.819 1.160
C 0.109 -0.252 -0.052
N -0.569 1.080 0.096
O 1.115 -0.100 2.090
S 1.972 0.301 -1.190
H -1.403 -1.662 -1.195
H -2.729 0.737 -0.895
H 0.961 -1.917 1.026
H 0.079 1.827 -0.191
H -0.778 1.417 1.075
H 3.059 -0.229 -0.443

12
Properties=species:S:1:pos:R:3 method="wB97M-V/def2-TZVPD" homo_ha=-0.50101 max_force_ha_per_bohr=0.0574 charge=+1 de_lowest_kcal_mol=0.00
C -1.319 0.066 1.266
C 0.052 -0.497 1.151
C 0.884 -0.435 0.084
C 0.564 0.294 -1.127
O 1.387 0.512 -2.013
Na 1.698 1.187 -4.053
H -1.350 0.774 2.108
H -2.026 -0.745 1.500
H 0.333 -1.191 1.949
H 1.926 -0.745 0.193
H -0.514 0.181 -1.402
H -1.636 0.598 0.343

14
Properties=species:S:1:pos:R:3 method="wB97M-V/def2-TZVPD" homo_ha="-0.15360 / -0.22269" max_force_ha_per_bohr=0.1337
O -2.906 -0.190 -0.164
C -2.334 -0.873 0.791
C -1.101 -1.545 0.447
Rb 2.767 1.062 -3.331
Na 3.090 2.440 1.045
H -1.003 -1.841 -0.618
H -0.830 -2.388 1.097
C 0.389 1.100 0.234
C 0.579 -0.270 0.627
O 0.249 1.298 -1.178
H -0.507 1.544 0.691
H 0.684 -0.437 1.712
H 1.453 -0.731 0.147
H -0.532 0.831 -1.501

11
Properties=species:S:1:pos:R:3 method="wB97M-V/def2-TZVPD" homo_ha="-0.02007 / -0.01936" max_force_ha_per_bohr=0.0348 charge=-1 spin_multiplicity=2 de_lowest_kcal_mol=81.84 s2=0.751
C -0.323 0.667 0.962
C -1.198 1.532 0.496
O -1.905 2.303 -0.028
H 0.218 0.975 1.858
C -0.003 -0.666 0.288
H -0.125 -1.466 1.033
H -0.740 -0.842 -0.510
C 1.377 -0.678 -0.278
H 2.232 -0.945 0.347
H 1.566 -0.211 -1.247
H -1.100 -0.671 -2.920

11
Properties=species:S:1:pos:R:3 method="wB97M-V/def2-TZVPD" smiles=C1C[C@H]2O[C@@H]12 homo_ha=-0.35139 max_force_ha_per_bohr=0.0234 de_lowest_kcal_mol=51.09
C -0.735 0.773 -0.071
C -0.667 -0.771 -0.078
C 0.805 -0.676 0.377
O 1.490 -0.412 -0.799
C 0.799 0.730 -0.045
H -1.135 1.087 0.914
H -1.270 1.342 -0.838
H -1.342 -1.325 0.561
H -0.676 -1.120 -1.114
H 1.240 -1.174 1.239
H 1.490 1.547 -0.146

11
Properties=species:S:1:pos:R:3 method="wB97M-V/def2-TZVPD" smiles=C#CCCO homo_ha=-0.34978 max_force_ha_per_bohr=0.1301 de_lowest_kcal_mol=50.38
C -2.603 -0.111 -0.110
C -1.381 0.109 -0.138
C -0.089 0.614 0.015
C 1.002 -0.470 -0.052
O 2.186 0.214 -0.194
H -3.626 -0.482 -0.022
H -0.009 1.474 -0.780
H -0.189 1.268 0.942
H 1.034 -1.045 0.931
H 0.702 -1.250 -0.767
H 2.973 -0.321 0.174

Number 1: total energy -7778.4927 eV. Number 2: total energy -7776.7044 eV. Number 3: total energy -7770.4192 eV. Number 4: total energy -7772.7520 eV. Number 5: total energy -9827.5767 eV. Number 6: total energy -9822.9807 eV. Number 7: total energy -19115.4260 eV. Number 8: total energy -11879.3355 eV. Number 9: total energy -11875.0832 eV. Number 10: total energy -18020.0232 eV. Number 11: total energy -27903.8247 eV. Number 12: total energy -18618.5262 eV. Number 13: total energy -18607.0632 eV. Number 14: total energy -10702.9692 eV. Number 15: total energy -13404.8571 eV. Number 16: total energy -6287.1200 eV. Number 17: total energy -6289.7026 eV. Number 18: total energy -6289.7332 eV.